A single C9H10N2S molecule. Source: the OMol25 dataset; level of theory: ωB97M-V with the def2-TZVPD basis set.

XYZ file:
```
22
Properties=species:S:1:pos:R:3:forces:R:3:nbo_charge:R:1
C 1.207 -2.989 -0.790 0.6024 -0.8203 -1.0899 -0.45
C 1.012 -1.826 -0.300 0.6264 -0.5150 0.4624 0.19
C 0.784 -0.742 0.347 -1.4740 2.6772 -0.8685 -0.26
C 1.438 -0.379 1.548 1.7410 0.0225 2.9212 0.26
N 1.967 -0.069 2.545 -1.3448 -1.0389 -1.8455 -0.27
C -0.351 0.248 -0.178 -0.3310 -0.4900 -1.1186 0.01
C -1.406 0.232 0.912 -1.5302 -1.2096 -1.5271 -0.64
C -0.860 -0.249 -1.624 -0.8139 -1.2308 3.8878 -0.61
C 0.065 1.743 -0.310 -2.2032 0.0284 -0.2140 -0.45
S -1.212 2.842 0.419 -0.0831 1.5242 -0.0796 0.01
C 1.245 1.910 0.451 3.4892 1.6104 -1.5250 0.24
N 2.370 2.020 0.706 -1.1665 0.3328 0.1883 -0.24
H 1.881 -3.171 -1.628 -0.0537 0.0467 0.3304 0.24
H 0.670 -3.818 -0.380 -0.3555 -0.4926 0.0589 0.24
H -1.466 -0.777 1.082 -0.7078 -2.9177 0.7515 0.21
H -2.452 0.544 0.715 1.0059 0.1654 -0.2520 0.24
H -1.078 0.594 1.828 0.6926 1.1115 1.5216 0.22
H -0.364 0.292 -2.355 0.5925 0.8259 -1.6218 0.21
H -1.932 -0.149 -1.554 -0.4296 0.6874 -0.6906 0.22
H -0.754 -1.334 -1.732 0.4010 0.3494 -0.1291 0.23
H -0.036 2.115 -1.374 1.3631 -0.5008 1.1208 0.28
H -0.727 2.963 1.672 -0.0209 -0.1662 -0.2814 0.14
```
Positions in Å, forces in eV/Å.

energy above the lowest of the compared OMol25 structures with the same formula, charge and spin = 110.6 kcal per mole
Kohn-Sham gap = 9.86 eV
HOMO = -9.5 eV
DFT total energy = -23305.966 eV



3 unconnected molecules or ions with the total composition C9H10NO5. Source: the OMol25 dataset; level of theory: ωB97M-V with the def2-TZVPD basis set.

XYZ file:
```
25
Properties=species:S:1:pos:R:3:forces:R:3:nbo_charge:R:1
C 3.452 1.519 1.776 1.5711 -0.8822 0.9556 0.17
C -1.325 -0.345 0.474 2.0144 0.2468 -1.7702 0.75
C -3.695 1.193 0.154 -0.2217 -1.4521 -2.7709 1.05
C -0.531 0.408 -0.448 -1.3033 -0.8622 1.5973 -0.58
C 2.690 2.483 1.026 -2.3101 -0.3836 -0.2689 0.33
C 0.460 0.008 -1.351 1.4131 -1.3294 -2.1049 0.03
C 1.239 0.812 -2.152 1.1013 -0.1462 0.0020 -0.62
C 0.703 -1.480 -1.755 -0.7836 0.9490 -0.8873 -0.63
C -1.308 -2.390 1.716 0.0456 1.7542 0.9286 -0.26
N 4.013 0.739 2.414 -0.2965 0.3279 -0.3208 -0.26
O -3.861 2.143 0.775 0.0958 2.0093 2.4027 -0.59
O -2.408 -0.026 0.985 0.6025 -0.3057 1.6461 -0.72
O -3.855 0.502 -0.778 -0.6040 -0.4196 -0.7690 -0.60
O -0.724 -1.550 0.767 -0.0535 0.7534 -0.6047 -0.54
O 2.978 3.645 0.934 0.0187 -0.3364 -0.2286 -0.46
H -0.843 1.407 -0.467 -0.3697 1.5242 -0.3129 0.20
H 1.190 1.939 -2.016 0.4486 -1.4824 -0.5402 0.18
H 2.038 0.210 -2.820 -1.8939 2.1828 1.3659 0.18
H 1.720 1.953 0.708 0.8507 1.1121 -0.2994 0.20
H 0.914 -1.560 -2.839 -0.2083 0.3963 0.4145 0.19
H -0.130 -2.130 -1.590 -0.5208 -0.3190 0.4740 0.21
H 1.570 -1.872 -1.308 1.0303 -0.5974 1.0540 0.20
H -0.611 -2.334 2.579 -0.5669 -0.8367 -0.2177 0.17
H -1.400 -3.310 1.203 -0.1516 -1.4697 0.2321 0.18
H -2.276 -1.964 2.012 0.0918 -0.4332 0.0228 0.21
```
Positions in Å, forces in eV/Å.

energy above the lowest of the compared OMol25 structures with the same formula, charge and spin = 46.4 kcal per mole
Kohn-Sham gap = 5.05 eV
HOMO = -3.1 eV
DFT total energy = -21221.378 eV
net charge = -1



A single C9H10O2 molecule. Source: the OMol25 dataset; level of theory: ωB97M-V with the def2-TZVPD basis set.

XYZ file:
```
21
Properties=species:S:1:pos:R:3:forces:R:3:nbo_charge:R:1
C -3.292 -0.236 -1.361 0.8822 0.3742 0.9785 -0.38
C -2.774 -0.531 -0.160 -0.0923 -0.1714 -1.1950 -0.19
C -1.346 -0.504 0.176 0.8657 0.0594 -0.2855 -0.10
C -0.870 -1.117 1.329 -0.3892 -0.0625 0.6075 -0.18
C 0.490 -1.128 1.665 -0.3184 0.3645 -0.3562 -0.30
C 1.391 -0.506 0.826 0.3464 -0.2569 -0.0511 0.32
O 2.754 -0.469 1.059 -0.6733 -0.5174 0.8119 -0.68
C 0.937 0.079 -0.361 0.5342 0.2208 -0.1731 0.22
O 1.878 0.584 -1.214 -0.0160 0.5646 -0.3127 -0.52
C 2.470 1.842 -0.820 -0.5720 -0.5459 0.2537 -0.25
C -0.396 0.083 -0.692 -0.7688 0.0601 0.6087 -0.21
H -2.680 0.187 -2.140 0.0774 -0.1041 -0.2514 0.18
H -4.332 -0.298 -1.556 -0.7487 -0.1519 -0.0699 0.20
H -3.428 -0.942 0.580 -0.3003 -0.1189 0.5102 0.20
H -1.605 -1.561 2.014 0.4244 0.0788 -0.2748 0.21
H 0.864 -1.578 2.572 -0.1679 -0.1849 0.1995 0.21
H 2.900 -0.939 1.907 0.0517 0.4109 -0.7091 0.48
H 2.985 1.706 0.152 -0.0775 0.3388 -0.6692 0.19
H 3.121 2.100 -1.648 0.3447 0.0292 0.2167 0.20
H 1.694 2.621 -0.753 0.1522 -0.2310 0.1447 0.17
H -0.761 0.604 -1.574 0.4453 -0.1563 0.0169 0.22
```
Positions in Å, forces in eV/Å.

energy above the lowest of the compared OMol25 structures with the same formula, charge and spin = 31.4 kcal per mole
Kohn-Sham gap = 8.89 eV
HOMO = -8.1 eV
DFT total energy = -13588.870 eV



A single C9H10O2 molecule. Source: the OMol25 dataset; level of theory: ωB97M-V with the def2-TZVPD basis set.

XYZ file:
```
21
Properties=species:S:1:pos:R:3:forces:R:3:nbo_charge:R:1
C -2.837 -0.643 0.305 1.8716 0.1934 4.5025 -0.71
C -1.751 0.333 -0.142 1.1505 1.5460 -1.8023 0.59
O -2.007 1.374 -0.755 -0.0218 -1.9907 1.3823 -0.54
C -0.175 -0.051 -0.004 -3.1388 1.6890 1.5600 -0.18
C 0.829 1.002 0.256 -1.3468 1.9698 -3.0569 0.00
C 0.343 2.561 0.054 -2.1462 -3.0647 -1.0676 -0.60
C 2.179 0.810 0.014 3.2601 -2.0636 2.2042 -0.23
C 2.676 -0.627 -0.223 -2.3267 0.9590 0.0776 -0.21
C 1.600 -1.541 -0.079 0.3527 -3.8108 -1.2886 -0.24
C 0.144 -1.370 0.021 4.0904 0.1551 -1.1184 0.30
O -0.633 -2.468 -0.238 0.5892 -0.9865 0.3874 -0.68
H -3.816 -0.304 0.486 -1.1929 1.3749 -0.8301 0.24
H -2.635 -0.923 1.473 0.2383 0.1465 -2.7387 0.22
H -2.875 -1.530 -0.249 0.2831 -1.2760 -0.7817 0.25
H 0.128 2.806 -1.033 0.1809 -0.8681 1.1940 0.23
H -0.586 2.804 0.591 0.4848 -0.1773 -0.0455 0.22
H 1.088 3.204 0.302 2.3882 1.6907 1.2009 0.20
H 3.061 1.561 0.437 -2.6956 -1.5386 -1.8133 0.23
H 3.752 -0.896 -0.641 -2.5653 0.5346 1.4069 0.25
H 1.611 -2.761 -0.266 1.5241 2.9628 0.3379 0.16
H -0.095 -3.341 -0.309 -0.9798 2.5546 0.2893 0.50
```
Positions in Å, forces in eV/Å.

energy above the lowest of the compared OMol25 structures with the same formula, charge and spin = 93.1 kcal per mole
Kohn-Sham gap = 9.30 eV
HOMO = -8.9 eV
DFT total energy = -13586.193 eV



A molecular structure, C9H10O3. Source: the OMol25 dataset; level of theory: ωB97M-V with the def2-TZVPD basis set.

XYZ file:
```
22
Properties=species:S:1:pos:R:3:forces:R:3:nbo_charge:R:1
C -2.585 -0.958 0.874 -2.6399 0.5886 1.4513 -0.64
C -1.295 -0.387 0.195 -0.5608 -2.1827 0.1264 0.02
C -1.015 0.807 0.801 3.8794 1.8448 -1.7648 -0.32
C 0.294 1.435 0.535 -2.8302 -0.6312 2.9237 0.44
C 1.280 0.732 -0.182 -5.3352 -0.1715 0.6436 -0.50
C 2.330 1.483 -0.498 7.5673 3.5039 -0.7372 -0.43
C 0.912 -0.402 -0.890 -1.3564 -3.5115 -1.2592 0.39
C -0.403 -1.039 -0.752 1.6348 -0.6444 1.3652 -0.24
C -0.660 -2.591 -1.069 -2.3182 0.9652 -0.4742 0.42
H -3.203 0.227 1.100 1.1168 -4.3053 -0.6073 0.20
H -3.341 -1.843 0.193 2.6606 3.1951 2.6849 0.30
H -2.275 -1.371 2.277 -0.9748 0.9537 -4.6584 0.23
H -1.805 1.240 1.373 0.1794 0.6672 0.5256 0.22
H -0.027 2.928 1.776 -0.6552 -0.0556 0.2258 0.49
H 3.031 1.807 0.896 -1.6417 -0.2981 -4.4066 0.26
H 1.681 2.825 -1.498 2.0872 -2.7324 2.2031 0.23
H 3.364 0.467 -1.436 -2.0898 2.5559 2.4225 0.19
H 2.914 -0.702 -0.712 -2.7862 -0.6690 -4.0853 0.46
H 0.015 -3.258 -1.817 -1.0242 1.7094 1.8726 0.17
O 0.646 2.653 1.162 0.3057 -2.0180 -1.7969 -0.66
O 1.891 -1.027 -1.672 1.4576 1.2119 4.5970 -0.66
O -1.751 -3.027 -0.656 3.3238 0.0238 -1.2518 -0.55
```
Positions in Å, forces in eV/Å.

energy above the lowest of the compared OMol25 structures with the same formula, charge and spin = 359.5 kcal per mole
Kohn-Sham gap = 7.27 eV
HOMO = -8.6 eV
DFT total energy = -15622.414 eV



4 unconnected molecules or ions with the total composition C9H10O4. Source: the OMol25 dataset; level of theory: ωB97M-V with the def2-TZVPD basis set.

XYZ file:
```
23
Properties=species:S:1:pos:R:3:forces:R:3:nbo_charge:R:1
C 3.261 1.950 2.109 2.6016 0.7531 1.4156 -0.26
C 1.273 0.616 1.601 0.6771 -3.1055 2.1476 0.78
C 0.319 0.274 0.554 -2.4261 2.1318 -1.5783 -0.27
C 0.384 1.074 -0.615 2.8107 -0.9315 -0.6041 -0.14
C -0.344 0.752 -1.841 2.4766 2.1757 1.0344 -0.28
C -1.157 -0.352 -1.724 0.1242 2.5356 -0.0611 0.30
C -2.732 -1.448 -2.858 -3.3018 -3.6613 -1.8339 -0.18
C -1.499 -0.910 -0.510 0.2162 -0.4820 -3.7062 -0.32
C -0.792 -0.598 0.600 1.0248 -3.5247 1.2466 0.37
H 2.614 2.170 2.938 1.3414 1.3944 1.6156 0.21
H 3.822 2.850 1.532 -1.9180 -2.0117 1.4066 0.21
H 4.157 1.259 2.482 -2.3200 0.6945 -1.1616 0.20
H 1.474 1.560 -0.368 -3.1027 0.2001 -2.2717 0.27
H -0.194 1.295 -2.864 -0.1560 -1.1802 2.2238 0.25
H -2.545 -2.464 -4.150 -1.2420 2.8104 3.3712 0.20
H -3.916 -0.246 -2.840 2.4270 -3.4510 0.0566 0.17
H -2.723 -2.518 -1.576 -0.8729 2.4531 -3.9077 0.17
H -1.891 -1.918 -0.799 -0.0217 0.9419 2.1337 0.21
H -0.505 -1.621 2.150 3.3319 0.4355 4.8104 0.48
O 2.208 1.469 1.361 0.4661 1.1799 -5.2535 -0.52
O 1.364 -0.056 2.602 -0.9049 -0.6341 1.3183 -0.62
O -1.627 -0.772 -2.949 1.0326 -0.1052 0.9995 -0.56
O -1.016 -1.705 1.436 -2.2638 1.3811 -3.4019 -0.65
```
Positions in Å, forces in eV/Å.

energy above the lowest of the compared OMol25 structures with the same formula, charge and spin = 277.8 kcal per mole
Kohn-Sham gap = 8.51 eV
HOMO = -8.9 eV
DFT total energy = -17673.668 eV



A single C9H10O4S molecule. Source: the OMol25 dataset; level of theory: ωB97M-V with the def2-TZVPD basis set.

XYZ file:
```
24
Properties=species:S:1:pos:R:3:forces:R:3:nbo_charge:R:1
C 3.027 0.109 0.672 -0.3284 -0.2149 -0.0510 -0.63
C 1.869 0.127 -0.322 0.1906 -0.2260 -0.0453 0.06
O 2.275 -0.254 -1.635 -0.0847 0.0058 0.0631 -0.72
C 1.297 1.519 -0.415 0.2657 0.3190 0.2192 -0.09
O 0.061 1.604 -1.125 -0.1836 -0.0866 -0.1624 -0.47
C -0.943 0.840 -0.663 0.2163 0.0101 -0.0787 0.28
C -1.783 0.184 -1.466 0.1866 0.0885 0.0650 -0.35
C -2.898 -0.549 -0.836 -0.0284 0.1742 -0.0429 0.50
O -3.999 -0.653 -1.316 -0.0950 -0.3300 -0.2179 -0.49
C -2.573 -1.146 0.501 0.1926 -0.1429 0.5676 -0.18
S -3.315 -2.696 0.873 -0.2671 0.0177 -0.3473 0.09
C -1.770 -0.467 1.324 -0.0024 -0.1565 -0.2814 -0.31
C -1.208 0.808 0.825 -0.1782 -0.0999 -0.0413 0.48
O -1.025 1.776 1.521 0.3482 0.0294 0.1787 -0.49
H 2.629 0.048 1.685 0.0667 0.1706 0.0852 0.21
H 3.623 -0.785 0.507 0.1490 0.0248 -0.0314 0.22
H 3.651 0.995 0.575 0.1276 -0.0046 -0.0240 0.21
H 1.113 -0.584 0.033 -0.1671 0.0727 -0.0029 0.16
H 2.233 -1.213 -1.700 0.0794 0.0363 -0.0500 0.47
H 1.213 1.960 0.580 -0.1819 -0.0455 0.0128 0.20
H 1.999 2.130 -0.981 -0.0586 0.0076 -0.1041 0.21
H -1.677 0.194 -2.540 -0.1930 0.1713 -0.0723 0.25
H -2.283 -3.145 1.587 0.0780 0.0186 0.2212 0.13
H -1.516 -0.802 2.319 -0.1324 0.1602 0.1401 0.24
```
Positions in Å, forces in eV/Å.

energy above the lowest of the compared OMol25 structures with the same formula, charge and spin = 0.0 kcal per mole
Kohn-Sham gap = 8.30 eV
HOMO = -9.4 eV
DFT total energy = -28518.456 eV



A molecular structure, C9H10O5Pm. Source: the OMol25 dataset; level of theory: ωB97M-V with the def2-TZVPD basis set.

XYZ file:
```
25
Properties=species:S:1:pos:R:3:forces:R:3:lowdin_spin:R:1
Pm -0.618 -0.105 -0.586 -0.6647 -0.0579 -0.2517 4.04
O -2.395 -0.661 2.626 3.1831 0.8843 -4.6214 0.00
C -1.772 -0.482 1.666 -3.8670 -1.0391 5.4916 -0.01
C 1.436 0.422 -1.974 5.9012 1.4591 -4.9721 0.00
O 2.332 0.647 -2.686 -4.9122 -1.2279 4.0674 0.00
C -0.805 2.375 -0.137 -1.2501 7.7255 0.8227 -0.01
O -0.970 3.523 -0.007 1.0179 -6.3626 -0.6416 0.00
C 0.238 -2.478 -0.407 1.8073 -6.3517 -0.1448 0.00
O 0.575 -3.581 -0.403 -1.4287 4.9563 0.0846 0.00
C -3.972 -0.742 -3.033 0.9175 0.2206 -0.6506 0.00
H -4.197 -1.758 -2.726 0.0396 0.0272 0.0216 0.00
H -4.588 0.050 -2.622 0.0393 0.0048 0.0163 0.00
C -3.092 -0.496 -4.043 -0.5855 -0.1866 0.8741 0.00
H -2.987 0.501 -4.464 0.0402 -0.0873 0.0902 0.00
H -2.598 -1.313 -4.564 0.0039 0.1015 0.1047 0.00
C 2.250 -0.754 2.828 0.4463 0.1250 0.3516 0.00
C 1.858 0.322 1.839 1.2078 0.2475 1.2260 0.00
C 2.628 1.608 2.043 0.3994 0.0016 0.4372 0.00
O 0.968 0.164 0.930 0.3663 0.0182 0.3602 -0.01
H 3.060 -0.384 3.518 -0.9368 -0.3151 -0.8626 0.00
H 2.674 -1.650 2.330 -0.5333 0.2597 0.0608 0.00
H 1.408 -1.038 3.493 0.1518 -0.0666 -0.5667 0.00
H 3.253 1.870 1.163 -0.5829 -0.0249 0.1363 0.00
H 1.964 2.454 2.314 0.1148 -0.3110 -0.4683 0.00
H 3.351 1.507 2.900 -0.8751 -0.0004 -0.9652 0.00
```
Positions in Å, forces in eV/Å.

multiplicity = 5
⟨S²⟩ = 6.006
Kohn-Sham gap (alpha / beta) = 5.06 / 5.34 eV
HOMO (alpha / beta) = -19.2 / -19.3 eV
DFT total energy = -36253.482 eV
net charge = +3



Question: Look up the DFT total energy of the sixth one.
Answer: -17673.668 eV



Question: What is the DFT total energy in the first record?
Answer: -23305.966 eV



Question: Which formula does entry 2 have?
Answer: C9H10NO5